# 1
14
Properties=species:S:1:pos:R:3:forces:R:3 method="wB97M-V/def2-TZVPD" de_lowest_kcal_mol=93.8 smiles=C[C@@]12OCCN1O2 homo_energy_ev=-9.5 total_energy_ev=-9843.2140 total_charge=0 lumo_ev=0.963 mol_weight_g_mol=101.1 gap_ev=10.51
C -1.5397 -0.3014 -0.5119 -0.38 0.11 -0.24
C -0.5876 0.6131 -1.4212 -0.75 0.62 2.10
C 0.5300 0.1859 0.5603 -3.85 -0.88 0.73
C 1.6975 -0.4298 1.2163 1.71 -1.67 -0.66
N -0.9200 -0.4033 0.8324 2.52 -0.34 -1.37
O 0.6852 0.5030 -0.7577 0.28 -0.09 0.01
O -0.4351 0.9051 1.2589 0.39 1.08 -0.33
H -2.5380 0.1999 -0.3798 0.76 -0.81 -0.42
H -1.6222 -1.4260 -0.8725 0.05 2.47 0.57
H -0.4766 0.2237 -2.3971 0.19 -0.37 -1.06
H -0.8741 1.7185 -1.4926 0.10 -1.64 0.36
H 1.6221 -1.6021 0.9031 0.62 2.85 1.12
H 1.8511 -0.2349 2.3107 -0.88 -0.50 -1.03
H 2.6072 0.0481 0.7511 -0.75 -0.84 0.21

=====

# 2
10
Properties=species:S:1:pos:R:3:forces:R:3 method="wB97M-V/def2-TZVPD" de_lowest_kcal_mol=78.5 smiles="S=C[C@H]1SC=NS1" homo_energy_ev=-9.2 total_energy_ev=-37152.0389 total_charge=0 lumo_ev=-1.300 mol_weight_g_mol=149.3 gap_ev=7.87
C -1.3510 -0.5814 -0.3895 -2.31 2.51 -1.82
C -0.2992 -0.2147 0.5369 0.91 0.47 2.02
C 2.5056 -0.2516 -0.0250 -4.96 -1.22 0.04
H -0.8586 -0.8840 -1.4167 -1.90 0.18 1.76
H -0.8295 -0.0503 1.6376 2.13 -0.82 -2.52
H 3.3674 -0.5552 -0.4731 2.74 -1.31 -0.37
N 2.1669 0.9228 -0.1202 -1.72 3.82 0.13
S -2.8892 0.0390 -0.0207 2.20 -1.75 -1.13
S 1.0363 -1.4332 0.0508 1.06 0.36 1.49
S 0.4792 1.4765 -0.0077 1.85 -2.24 0.41

=====

# 3
15
Properties=species:S:1:pos:R:3:forces:R:3 method="wB97M-V/def2-TZVPD" de_lowest_kcal_mol=85.6 homo_energy_ev=-8.0 total_energy_ev=-32776.2023 total_charge=0 lumo_ev=-2.190 mol_weight_g_mol=246.6 gap_ev=5.78
C 0.2484 -0.9026 -2.2335 3.19 -0.12 -1.12
C -0.8971 -0.5325 -1.7238 -1.27 0.49 0.85
C 1.3633 1.0565 0.9664 3.84 0.52 -1.41
C -0.0064 0.6243 1.3799 -0.84 0.80 0.92
Si -1.2436 0.1777 -0.0604 -0.38 -0.96 1.73
Cl -0.7630 -2.6627 2.1291 -0.17 0.88 -0.79
I -3.7023 0.5031 0.1216 1.48 -0.05 0.02
H 0.1656 -1.5804 -3.1061 0.53 0.60 0.43
H 1.3087 -0.5441 -1.9542 -1.96 -0.88 -0.08
H -1.7349 -0.8742 -2.3292 -0.40 0.09 0.65
H 1.4746 2.1737 0.6168 -0.33 -2.20 0.64
H 2.0248 0.9019 1.8690 -0.69 0.63 -0.74
H 1.9887 0.3946 0.2110 -1.74 1.16 1.10
H -0.3397 1.5188 2.0231 -0.39 -1.47 -1.02
H 0.1128 -0.2541 2.0903 -0.87 0.52 -1.17

=====

# 4
80
Properties=species:S:1:pos:R:3:forces:R:3 method="wB97M-V/def2-TZVPD" de_lowest_kcal_mol=0.0 homo_energy_ev=-3.9 total_energy_ev=-191682.8279 total_charge=-1 lumo_ev=1.795 mol_weight_g_mol=1137.4 gap_ev=5.71
Ta -0.2065 -0.4930 -0.8394 4.06 0.72 3.03
C -1.6014 2.0605 -2.0190 -0.05 -0.29 0.03
N -1.1552 0.7126 -2.4952 -0.48 -0.37 0.69
C -0.1681 0.8854 -3.5665 -0.71 -0.05 -0.77
C 1.0440 1.5975 -3.0170 0.47 0.86 -0.86
N 1.3602 1.3562 -1.6031 -0.55 0.17 0.19
C 2.4526 2.0904 -1.1993 0.47 0.88 -1.22
C 3.1091 3.1019 -2.0362 -0.34 -0.79 0.78
F 2.6129 3.5112 -3.2363 0.49 0.26 0.13
C 4.2221 3.8220 -1.6487 0.70 0.24 1.14
F 4.6256 4.8328 -2.4363 0.16 -0.03 -0.04
C 4.8758 3.6045 -0.4217 -0.68 -0.45 -0.34
F 5.8238 4.4063 0.1051 0.04 -0.14 -0.65
C 4.3319 2.6032 0.3780 0.58 1.32 0.04
F 4.8556 2.3918 1.6028 -0.31 0.09 -0.43
C 3.1401 2.0302 0.0431 -1.52 -1.15 0.58
F 2.5310 1.4334 1.1060 0.47 -0.20 -0.55
C -2.3290 -0.1891 -2.7677 0.01 0.97 -0.22
C -3.1633 -0.3247 -1.4980 -0.58 0.51 -0.22
N -2.2967 -0.4663 -0.3291 -0.23 0.57 -0.38
C -2.9499 -0.7325 0.8557 0.36 0.51 -0.55
C -2.2846 -1.0312 2.0521 0.17 -0.53 0.55
F -0.9370 -1.1304 2.0951 -0.77 -0.32 0.03
C -2.9559 -1.3306 3.2416 -0.01 -0.14 -0.10
F -2.2163 -1.5616 4.3501 -0.61 0.05 -0.60
C -4.3472 -1.4699 3.2605 0.53 -0.05 -0.09
F -4.9659 -1.8167 4.4161 0.11 0.11 -0.92
C -5.0160 -1.2179 2.0488 -1.06 -0.26 1.68
F -6.3643 -1.3711 1.9574 0.78 0.34 0.35
C -4.3522 -0.6934 0.9829 -0.04 0.51 -0.76
F -5.1397 -0.0331 0.0729 0.13 -0.82 0.55
H -2.1019 2.6259 -2.8254 0.05 -0.41 0.18
H -2.2531 1.9048 -1.1575 0.05 0.29 -0.20
H -0.7188 2.6083 -1.7014 -0.06 -0.02 0.07
H 0.1065 -0.0578 -4.0176 -0.14 -0.47 0.26
H -0.6323 1.4531 -4.4070 0.22 0.06 0.55
H 1.8769 1.3023 -3.7024 -0.40 0.27 0.54
H 0.8459 2.6720 -3.2005 0.08 -0.66 0.19
H -2.9474 0.2479 -3.5799 0.31 -0.31 0.29
H -1.9441 -1.1558 -3.0777 0.15 -0.16 -0.18
H -3.8951 0.5184 -1.4104 1.02 -0.41 -0.23
H -3.8134 -1.1895 -1.6053 -0.02 -0.37 -0.17
S 7.3165 -1.2952 -1.0378 1.05 -0.21 0.07
C 5.7176 -1.5197 -1.0045 -1.59 0.19 -0.21
S 4.7358 -1.7520 0.4354 0.81 0.41 -0.40
C 3.2069 -1.4130 -0.2912 -0.50 -0.19 -1.74
C 3.1861 -1.3222 -1.6634 -1.08 -0.12 1.69
S 1.6920 -1.3009 -2.6063 -0.07 -0.25 0.21
S 4.7116 -1.3762 -2.4462 0.79 -0.06 0.27
S 1.8237 -1.2956 0.7375 -0.85 0.16 -0.42
C -0.6350 -4.1783 0.7503 0.60 -1.11 1.28
C -0.7871 -3.8020 -0.6700 0.51 3.34 -1.08
O -0.5401 -2.3846 -0.8105 -1.21 -1.35 -0.22
C 0.2973 -4.4612 -1.5545 2.07 0.02 0.07
F 0.2513 -5.8061 -1.5184 -0.38 0.06 -0.02
F 1.5401 -4.1332 -1.0473 -1.57 -0.29 -0.55
F 0.2823 -4.0915 -2.8457 -0.47 -0.21 0.80
C -2.2247 -4.0792 -1.1659 -1.42 0.52 -0.28
F -2.4868 -5.3959 -1.2775 0.11 0.51 0.55
F -2.5328 -3.5572 -2.3821 0.61 -0.03 0.67
F -3.1478 -3.5049 -0.2958 1.16 -0.98 -0.90
H 0.3551 -3.8729 1.1569 -0.80 0.10 -0.44
H -0.6396 -5.2633 0.7268 -0.05 -0.42 0.48
H -1.4603 -3.8555 1.4032 0.39 0.16 -0.46
C 0.9967 0.6108 4.1067 -0.05 0.06 1.11
Ge 0.2301 1.8839 2.8558 -0.05 -1.45 -1.35
C -1.5407 2.2853 3.5887 -0.19 0.72 0.17
C 1.3279 3.5360 2.8080 -0.17 -0.25 0.84
C -0.1618 1.0309 0.9824 -0.97 0.92 -0.41
H 1.4849 1.1731 4.9264 0.05 -0.27 -0.40
H 1.6894 -0.0750 3.6463 0.43 -0.03 -0.22
H 0.2419 -0.0130 4.6081 -0.08 0.24 -0.33
H -1.4176 2.4988 4.6672 -0.19 -0.14 -0.41
H -2.2816 1.4929 3.4424 0.25 -0.01 0.09
H -1.9356 3.1932 3.1104 0.00 -0.16 0.15
H 0.8720 4.3313 3.4203 -0.05 -0.23 -0.34
H 1.5280 3.8978 1.8137 -0.01 0.14 -0.39
H 2.2830 3.3079 3.2918 -0.03 -0.07 -0.21
H 0.2314 1.8525 0.3416 -0.42 -0.37 0.13
H -1.2690 1.1458 1.0277 0.48 0.34 -0.16

=====

# 5
36
Properties=species:S:1:pos:R:3:forces:R:3 method="wB97M-V/def2-TZVPD" de_lowest_kcal_mol=64.1 homo_energy_ev="-3.0 / -2.8" total_energy_ev=-47093.0090 total_charge=-1 multiplicity=2 s2=0.78 lumo_ev="2.811 / 2.782" mol_weight_g_mol=504.4 gap_ev="5.82 / 5.61"
Au 0.6712 1.1356 -0.9552 -0.59 0.96 -0.75
O 0.4986 1.2388 1.4371 -0.39 0.61 0.75
N -0.3060 2.2248 1.7205 -0.20 -0.26 0.60
C -1.0957 2.1070 2.8163 -0.01 -0.07 -0.02
C -1.9851 3.0759 3.1953 -0.17 0.19 0.04
C -2.1037 4.2335 2.4282 0.50 -0.06 -0.52
C -1.2906 4.3536 1.3090 -1.01 0.20 1.06
C -0.3902 3.3605 0.9551 0.87 0.09 -0.78
S 0.6278 3.5814 -0.4124 -0.27 -0.24 0.07
H -0.9626 1.1853 3.3583 0.09 -0.08 -0.05
H -2.5849 2.9236 4.0797 -0.02 -0.06 0.06
H -2.7999 5.0141 2.6925 -0.08 0.07 0.03
H -1.3358 5.2222 0.6697 0.01 0.00 0.00
N 2.2766 0.1226 -1.3189 1.19 0.12 -1.35
C 2.6402 -0.9689 -0.7079 0.25 -1.13 0.39
C 1.7142 -2.0194 -0.4403 0.05 0.14 0.03
C 2.1283 -3.2206 0.0690 0.07 -0.33 -0.03
C 3.4673 -3.4478 0.3646 0.05 -0.33 0.11
C 4.3900 -2.4292 0.1528 0.06 -0.07 0.18
C 4.0027 -1.2211 -0.3735 -0.08 0.06 0.03
H 0.6784 -1.8367 -0.6795 -0.15 0.08 0.00
H 1.4000 -4.0018 0.2502 -0.05 -0.09 0.00
H 3.7812 -4.4110 0.7422 0.06 -0.03 0.10
H 5.4290 -2.5938 0.4119 0.08 0.00 -0.03
H 4.7176 -0.4295 -0.5406 0.07 0.08 -0.07
C -2.1822 -2.2792 -0.6485 0.24 -0.23 0.50
N -2.0495 -1.8283 -2.0117 -0.92 1.55 -0.85
C -2.1161 -0.4645 -2.2841 1.21 0.30 1.02
N -2.3105 -0.1301 -3.6326 0.24 -0.27 0.49
S -1.7870 0.7352 -1.0982 -1.25 -1.05 -1.19
H -1.8463 -3.3159 -0.5912 0.02 0.06 0.04
H -3.2128 -2.2162 -0.2771 0.08 0.07 -0.09
H -1.5554 -1.6530 -0.0141 -0.02 -0.13 0.00
H -2.5954 -2.3757 -2.6676 0.26 0.07 -0.09
H -1.6194 -0.5491 -4.2549 -0.27 -0.12 0.20
H -2.2947 0.8772 -3.7430 0.08 -0.12 0.14

=====

# 6
41
Properties=species:S:1:pos:R:3:forces:R:3 method="wB97M-V/def2-TZVPD" de_lowest_kcal_mol=0.0 homo_energy_ev="-2.9 / -4.5" total_energy_ev=-109392.4569 total_charge=-1 multiplicity=3 s2=2.00 lumo_ev="2.188 / 2.179" mol_weight_g_mol=490.6 gap_ev="5.13 / 6.65"
Ti -0.4889 -0.0724 0.7288 -0.18 0.19 0.27
C 0.7981 1.5855 -2.9257 -0.05 -0.02 0.01
O 0.1842 0.3081 -2.8984 -0.03 -0.01 -0.05
C -1.1847 0.3453 -3.2008 0.07 -0.09 0.00
C -2.0793 0.7213 -2.0402 0.03 0.12 0.00
O -2.0789 -0.3299 -1.0717 -0.09 0.03 0.11
C -3.3069 -0.4080 -0.3411 0.00 -0.13 0.01
C -3.2638 -1.6610 0.5042 0.05 0.10 -0.03
O -2.0455 -1.6413 1.2076 0.17 0.00 -0.05
C -1.9022 -2.6073 2.2379 -0.09 -0.08 0.06
H 0.3947 2.2533 -2.1625 0.01 0.00 0.00
H 1.8521 1.4342 -2.7084 0.02 0.02 -0.01
H 0.6819 2.0345 -3.9211 0.03 0.01 0.00
H -1.3803 1.0443 -4.0268 -0.01 0.02 -0.01
H -1.4589 -0.6603 -3.5297 -0.01 0.01 -0.02
H -1.7661 1.6581 -1.5671 -0.01 -0.02 0.03
H -3.0962 0.8519 -2.4264 -0.02 0.00 0.02
H -3.4092 0.4699 0.3013 0.00 0.02 0.01
H -4.1540 -0.4756 -1.0327 0.02 0.05 -0.05
H -4.1141 -1.6507 1.1951 0.02 -0.01 0.04
H -3.3228 -2.5625 -0.1178 0.02 -0.02 -0.02
H -2.7496 -2.5471 2.9251 -0.01 0.03 0.00
H -1.8434 -3.6146 1.8119 -0.01 0.01 -0.03
H -0.9911 -2.3583 2.7741 0.01 0.03 -0.01
Cl 6.5220 -0.7052 0.6772 0.02 0.02 0.01
C 4.8781 -0.1509 0.4685 0.03 0.04 0.01
C 3.8759 -1.0693 0.2415 -0.17 0.02 -0.03
C 2.5879 -0.5942 0.0767 0.15 0.02 0.01
Cl 1.2939 -1.7318 -0.2220 0.00 -0.21 0.02
C 2.2114 0.7635 0.1419 0.09 0.08 -0.05
O 0.9954 1.1722 -0.0028 0.06 -0.19 0.00
C 3.3017 1.6454 0.3650 -0.30 -0.18 -0.10
Cl 2.9460 3.3346 0.4196 0.05 0.11 0.01
C 4.5952 1.2051 0.5300 0.20 0.07 0.02
H 4.0839 -2.1287 0.1987 0.00 0.00 -0.01
H 5.3855 1.9201 0.7122 -0.01 0.00 0.00
O 0.2030 -0.3631 2.6606 0.09 -0.15 -0.32
S -0.2915 0.8261 3.4736 -0.08 0.30 0.36
O -0.9268 0.3601 4.6913 0.01 -0.06 -0.07
O 0.7753 1.7860 3.6538 -0.03 -0.07 0.05
S -1.7121 1.6127 2.1986 -0.04 -0.04 -0.19